C34H92N14O13 | ωB97M-V/def2-TZVPD

As for the total charge: 0. As for the spin multiplicity: 1. The value obtained for the energy above the lowest of the compared OMol25 structures with the same formula, charge and spin is 0.0 kJ/mol. The calculation puts the orbital gap at 8.3479 eV.

XYZ file:
```
153
Properties=species:S:1:pos:R:3:forces:R:3
C -2.346 -0.304 2.636 1.0 -0.3 -0.2
C -3.772 0.227 2.587 0.8 1.5 1.2
C -3.832 1.313 1.498 -0.5 -0.6 -0.7
C -4.001 0.747 0.111 0.5 -0.5 -0.4
C -5.112 -0.301 0.033 0.1 1.8 0.4
C -5.050 -1.391 1.108 -1.2 -0.9 -0.5
N -4.780 -0.840 2.452 0.0 2.1 -1.2
O -4.629 -1.837 3.432 0.3 -0.2 0.0
C -6.520 -1.879 1.198 0.5 -0.1 0.7
C -4.101 -2.545 0.672 -0.6 0.4 0.5
C -4.014 1.026 3.905 -0.9 -1.0 0.3
H -1.552 0.439 2.510 -0.5 0.6 0.1
H -2.154 -0.968 1.791 -0.1 -0.4 0.3
H -2.067 -0.759 3.588 -0.3 -0.4 -0.1
H -4.647 2.023 1.655 0.0 -0.1 0.4
H -2.884 1.852 1.501 -0.1 0.2 0.4
H -3.050 0.302 -0.205 0.0 -0.1 -0.1
H -4.194 1.573 -0.577 0.0 -0.2 -0.2
H -5.167 -0.633 -1.004 0.1 -0.7 0.2
H -6.051 0.240 0.194 0.0 0.1 0.1
H -7.165 -1.116 1.639 0.3 0.5 -0.4
H -6.872 -2.099 0.191 -0.2 -0.6 0.2
H -6.604 -2.652 1.968 0.0 -0.7 -0.7
H -3.129 -2.118 0.422 0.2 -0.3 0.3
H -4.119 -3.264 1.493 0.6 0.0 0.0
H -4.417 -3.093 -0.217 -0.4 0.3 0.0
H -3.244 1.752 4.160 0.3 -0.2 -0.2
H -4.125 0.306 4.723 0.4 0.1 0.2
H -4.971 1.554 3.911 0.0 0.0 -0.4
H -5.198 -1.514 4.139 -0.1 -0.2 0.0
C 1.267 -0.456 -2.984 -0.4 0.6 -0.2
C 0.800 0.124 -1.608 0.5 -0.2 -1.0
C 0.396 -1.140 -0.778 -0.2 0.6 0.7
C 0.605 -0.968 0.737 -0.1 -0.1 -1.0
C 1.905 -0.229 1.117 -1.8 -2.0 1.4
C 2.003 1.073 0.421 -0.2 1.6 -0.9
N 1.988 0.815 -1.020 -0.2 -2.0 -0.1
O 2.344 1.936 -1.789 -0.3 0.4 0.1
C 0.893 2.061 0.865 0.5 0.6 0.8
C 3.357 1.695 0.762 0.1 -0.1 0.5
C -0.429 1.007 -1.855 0.2 0.6 -0.8
H 2.131 -1.102 -2.839 -0.1 -0.1 -0.1
H 1.487 0.274 -3.769 0.4 0.4 0.5
H 0.438 -0.974 -3.476 0.0 -0.6 0.5
H -0.663 -1.371 -0.932 -0.1 0.3 -0.3
H 0.894 -2.040 -1.143 0.5 0.2 0.1
H 0.419 -1.928 1.224 0.7 -0.2 0.1
H -0.178 -0.373 1.206 -0.2 0.2 -0.6
H 2.818 -0.825 1.096 0.0 0.0 -0.4
H 1.590 -0.128 2.162 1.2 0.8 0.3
H 1.024 3.027 0.374 0.0 -0.1 -0.3
H -0.157 1.784 0.804 0.1 -0.4 -0.4
H 1.049 2.256 1.928 0.0 0.0 0.0
H 3.433 2.729 0.439 -0.1 0.0 0.1
H 3.498 1.644 1.845 -0.1 0.2 0.0
H 4.192 1.126 0.354 -0.2 -0.1 -0.3
H -1.019 1.159 -0.954 -0.4 -0.4 -0.3
H -0.935 0.583 -2.726 -0.8 -0.5 0.7
H -0.268 2.005 -2.280 0.9 0.1 0.5
H 3.078 1.624 -2.334 0.1 0.1 0.1
C 6.289 3.537 -2.069 -1.6 -0.3 1.9
O 5.932 2.693 -2.885 0.6 0.7 -0.5
N 5.527 3.765 -0.947 0.2 0.1 -0.1
N 7.373 4.350 -2.137 0.9 -0.4 -2.3
H 4.662 3.263 -0.880 0.1 -0.2 0.1
H 5.943 4.150 -0.113 -0.2 0.0 0.1
H 7.871 4.872 -1.446 -0.5 0.0 0.5
H 7.768 4.344 -3.067 0.4 0.0 0.3
C -3.323 -1.847 -4.104 -0.9 1.5 0.0
O -3.426 -0.969 -3.253 0.1 -0.7 -0.2
N -2.132 -2.334 -4.538 0.4 -0.5 0.0
N -4.404 -2.338 -4.794 0.2 -0.2 0.3
H -1.314 -1.761 -4.421 -0.1 0.0 0.2
H -2.150 -2.972 -5.309 0.3 0.0 -0.2
H -5.336 -2.072 -4.538 0.1 0.1 0.1
H -4.281 -2.985 -5.546 -0.1 -0.1 -0.1
C 0.974 1.465 5.329 -1.4 -0.6 0.1
O -0.169 1.903 5.405 0.6 -0.1 0.0
N 1.837 1.875 4.357 0.7 0.5 0.0
N 1.446 0.445 6.112 0.5 0.7 -0.5
H 1.638 2.735 3.880 -0.1 0.0 0.0
H 2.724 1.437 4.185 -0.1 -0.2 0.0
H 0.825 -0.076 6.698 0.0 0.1 0.2
H 2.444 0.383 6.206 0.0 -0.6 0.2
C 5.947 3.597 2.950 0.5 -0.5 -1.1
O 6.602 4.062 2.012 -0.7 0.2 0.6
N 4.691 4.012 3.307 0.4 0.4 -0.6
N 6.388 2.519 3.639 -0.2 0.2 0.4
H 4.393 4.861 2.858 -0.2 0.0 0.3
H 4.266 3.701 4.157 -0.1 0.2 0.2
H 7.259 2.103 3.368 -0.1 -0.1 0.1
H 5.766 2.101 4.302 0.4 -0.5 0.2
C -0.248 -3.906 3.232 1.2 -1.5 1.2
O 0.525 -3.800 4.199 -0.8 0.6 -0.6
N -1.596 -3.681 3.257 0.4 0.2 0.0
N 0.145 -4.500 2.073 -1.4 1.0 -0.1
H -2.020 -3.328 4.095 0.1 0.3 -0.1
H -2.016 -3.453 2.370 -0.4 0.1 0.2
H -0.684 -4.732 1.538 0.9 -0.7 -0.8
H 1.064 -4.852 1.907 0.1 0.0 0.1
C 3.518 -2.213 5.206 -1.4 -0.4 -1.0
O 4.612 -1.799 5.563 -0.4 0.1 0.2
N 2.951 -1.924 3.979 1.4 0.6 0.6
N 2.661 -2.992 5.929 0.8 0.0 1.6
H 3.634 -1.506 3.365 -0.5 -0.3 -0.6
H 2.132 -2.439 3.701 0.0 0.1 -0.4
H 1.783 -3.363 5.593 0.2 0.3 -0.2
H 2.837 -2.980 6.922 0.0 -0.3 -0.1
C -4.049 2.941 -3.039 -0.4 0.2 0.4
C -3.733 3.723 -4.297 1.5 -1.5 -0.4
O -4.874 3.903 -5.107 -0.7 0.4 0.7
H -3.176 2.561 -2.505 0.4 0.1 -0.5
H -4.654 2.066 -3.275 -0.2 0.1 0.1
H -4.514 3.589 -2.294 -0.5 -0.2 -0.2
H -3.049 3.074 -4.860 0.2 0.1 -0.1
H -3.128 4.593 -4.026 -0.6 0.5 -0.3
H -4.665 4.272 -5.966 0.4 0.1 0.1
C 1.394 -2.043 -6.612 -0.5 0.5 0.5
C 0.471 -0.814 -6.920 0.8 -1.7 0.4
O 0.287 -0.717 -8.321 0.0 0.5 0.2
H 1.118 -2.597 -5.709 -0.2 0.1 0.0
H 2.405 -1.690 -6.419 0.2 -0.2 -0.4
H 1.342 -2.750 -7.439 0.3 0.0 0.0
H 1.012 0.040 -6.520 -0.4 0.5 -0.4
H -0.490 -0.933 -6.413 0.0 0.2 0.0
H -0.054 -1.572 -8.600 0.0 0.1 -0.2
C -1.122 -4.388 -1.585 -0.6 -0.3 0.8
C -1.352 -5.819 -1.090 0.2 1.6 -0.9
O -1.889 -5.647 0.229 0.0 -1.1 -0.4
H -0.769 -4.260 -2.605 0.2 -0.2 0.1
H -0.464 -3.942 -0.838 0.2 0.4 -0.4
H -2.094 -3.897 -1.502 0.1 0.2 -0.1
H -0.391 -6.338 -1.082 -0.2 -0.4 0.1
H -2.079 -6.277 -1.763 0.1 -0.5 0.2
H -2.143 -6.549 0.465 -0.2 0.3 0.6
C 7.121 -2.074 -1.556 0.5 0.5 -0.9
C 5.694 -1.740 -1.190 -0.6 0.4 -0.1
O 5.554 -1.291 0.156 -0.1 -0.1 0.1
H 7.763 -1.195 -1.447 -0.2 0.1 0.2
H 7.153 -2.271 -2.632 0.0 -0.3 0.1
H 7.650 -2.867 -1.030 -0.6 -0.2 0.2
H 4.962 -2.530 -1.387 0.4 -0.4 0.4
H 5.290 -0.942 -1.827 0.5 0.0 -0.2
H 5.707 -0.343 0.112 0.1 0.0 0.3
C -1.928 4.618 -0.225 0.1 -0.3 0.6
C -3.369 4.771 0.266 0.1 -0.3 -0.5
O -3.661 6.122 0.600 0.3 0.2 -0.1
H -1.275 4.784 0.635 0.2 0.5 -0.2
H -1.667 5.236 -1.082 -0.1 0.4 0.2
H -1.657 3.600 -0.522 -0.6 -0.2 0.0
H -3.516 4.150 1.155 0.0 -0.1 -0.1
H -4.065 4.449 -0.513 0.0 -0.2 0.1
H -4.616 6.220 0.569 0.0 0.1 0.1
```
Forces are in eV/Å.

These are the Löwdin partial charges, in e, on atoms 1 to 99:
1 C -0.04
2 C -0.47
3 C -0.15
4 C -0.17
5 C -0.13
6 C -0.48
7 N -0.10
8 O -0.02
9 C -0.04
10 C -0.02
11 C -0.03
12 H 0.07
13 H 0.05
14 H 0.08
15 H 0.12
16 H 0.11
17 H 0.10
18 H 0.10
19 H 0.11
20 H 0.12
21 H 0.08
22 H 0.08
23 H 0.08
24 H 0.06
25 H 0.07
26 H 0.08
27 H 0.09
28 H 0.07
29 H 0.08
30 H 0.11
31 C -0.04
32 C -0.44
33 C -0.11
34 C -0.15
35 C -0.14
36 C -0.51
37 N -0.09
38 O -0.01
39 C -0.01
40 C -0.02
41 C -0.03
42 H 0.08
43 H 0.08
44 H 0.05
45 H 0.11
46 H 0.10
47 H 0.09
48 H 0.06
49 H 0.11
50 H 0.11
51 H 0.09
52 H 0.06
53 H 0.06
54 H 0.06
55 H 0.07
56 H 0.08
57 H 0.05
58 H 0.07
59 H 0.09
60 H 0.10
61 C -0.67
62 O 0.01
63 N 0.16
64 N 0.15
65 H 0.05
66 H 0.06
67 H 0.10
68 H 0.10
69 C -0.66
70 O 0.02
71 N 0.16
72 N 0.15
73 H 0.07
74 H 0.09
75 H 0.10
76 H 0.09
77 C -0.67
78 O 0.01
79 N 0.15
80 N 0.17
81 H 0.09
82 H 0.08
83 H 0.10
84 H 0.09
85 C -0.67
86 O 0.00
87 N 0.16
88 N 0.16
89 H 0.11
90 H 0.08
91 H 0.11
92 H 0.09
93 C -0.63
94 O -0.02
95 N 0.19
96 N 0.17
97 H 0.11
98 H 0.07
99 H 0.06